Entry a
Density functional theory data (ωB97M-V/def2-TZVPD) for 15 unconnected molecules or ions with the total composition C3H35NO14.

Geometry as XYZ:
```
53
Properties=species:S:1:pos:R:3:mulliken_charge:R:1
C 3.24 -0.36 -1.28 -1.5961
C 1.90 -0.17 -0.65 -0.1168
C 0.83 0.19 -1.35 -0.4924
N -0.45 0.49 -0.79 0.6155
H 3.28 -0.19 -2.36 0.3905
H 3.97 0.32 -0.83 0.3174
H 3.59 -1.39 -1.10 0.2984
H 1.86 -0.39 0.40 0.2910
H 0.90 0.40 -2.40 0.3790
H -1.21 0.19 -1.39 0.3235
H -0.61 0.13 0.13 -0.2651
H 0.68 3.08 -0.99 0.4739
H 1.22 3.86 -2.25 0.2940
O 0.47 3.33 -1.94 -0.6615
H -0.29 2.10 -2.88 0.3337
H -1.15 1.88 -4.14 0.3026
O -0.82 1.40 -3.36 -0.6521
H -2.63 0.42 1.94 0.3031
H -2.05 -0.59 3.01 0.4212
O -2.17 0.36 2.79 -0.7845
H -1.97 -2.63 3.79 0.2865
H -0.64 -2.32 3.07 0.4705
O -1.64 -2.34 2.93 -0.8219
H -1.73 2.69 -0.23 0.3459
H -1.38 4.02 -0.85 0.3667
O -1.72 3.63 -0.02 -0.7733
H 0.90 1.48 3.08 0.3154
H -0.50 0.81 2.72 0.4393
O 0.47 0.81 2.49 -0.7569
H -2.85 -1.97 -0.17 0.2971
H -2.15 -1.80 1.27 0.3874
O -2.29 -1.38 0.38 -0.7000
H 0.99 -2.86 -0.03 0.5292
H 1.62 -4.05 0.73 0.2815
O 1.71 -3.11 0.62 -0.7401
H -0.83 -1.99 -0.53 0.3558
H -0.24 -2.17 -1.98 0.5609
O -0.41 -2.65 -1.12 -0.9163
H 0.64 -1.30 -4.02 0.3386
H -0.36 -0.30 -3.45 0.3054
O -0.21 -1.28 -3.55 -0.7067
H 1.48 3.29 2.40 0.4501
H 2.74 3.02 3.29 0.3262
O 1.76 3.08 3.33 -0.7310
H -3.24 -2.81 -2.35 0.3071
H -2.11 -3.28 -1.40 0.4574
O -3.08 -3.16 -1.47 -0.7274
H 0.90 -0.91 2.84 0.4670
H 1.28 -2.31 2.14 0.4174
O 0.93 -1.89 2.97 -0.8241
H 0.67 2.13 1.01 0.4482
H -0.12 3.44 0.77 0.4146
O 0.80 3.08 0.77 -1.0461
```

## Properties
Lowest unoccupied orbital energy   0.16 eV
Total charge   0
Kohn-Sham gap   8.364 eV



Entry b
Density functional theory data (ωB97M-V/def2-TZVPD) for 15 unconnected molecules or ions with the total composition C3H35NO14.

Geometry as XYZ:
```
53
Properties=species:S:1:pos:R:3:mulliken_charge:R:1
C -0.45 0.77 0.31 0.8969
C 0.27 1.81 1.12 0.9802
C 0.72 3.06 0.79 -1.4320
N 0.34 1.44 2.51 -0.3216
H -0.33 1.13 -0.70 -0.0459
H -1.57 0.52 0.44 -0.4893
H 0.06 -0.26 0.54 -0.4847
H 1.21 3.85 1.50 0.3179
H 0.53 3.29 -0.20 0.2691
H 0.56 0.43 2.82 0.0880
H 0.89 2.12 3.05 0.3030
H 1.02 -1.18 -4.00 0.3072
H 0.98 -1.57 -2.53 0.3149
O 0.89 -0.79 -3.10 -0.7181
H -0.43 4.29 2.58 0.3453
H -1.56 3.91 1.67 0.3537
O -1.37 4.41 2.44 -0.6214
H -2.15 1.50 -0.77 0.2446
H -2.93 2.62 -1.26 0.3010
O -3.01 2.03 -0.60 -0.5761
H 3.16 -1.78 1.66 0.2593
H 1.58 -1.58 1.69 0.3080
O 2.39 -1.48 1.07 -0.6565
H 0.06 -2.81 0.00 0.2295
H 0.81 -3.77 -0.90 0.3275
O 0.01 -3.17 -0.82 -0.7240
H 0.13 -1.59 3.80 0.3917
H 1.52 -1.42 4.48 0.2537
O 1.03 -1.15 3.73 -0.6861
H -1.03 -1.60 -2.76 0.3188
H -1.33 -2.41 -1.56 0.4165
O -1.75 -1.84 -2.23 -0.6328
H 2.55 -2.01 -0.56 0.4385
H 3.28 -1.97 -1.89 0.3003
O 2.52 -2.36 -1.47 -0.6301
H -1.72 -3.28 3.80 0.2627
H -1.98 -1.81 3.08 0.4782
O -1.28 -2.53 3.39 -0.7229
H -4.43 0.06 -0.24 0.3191
H -3.29 -0.61 -1.12 0.3088
O -3.73 -0.65 -0.22 -0.6767
H 2.63 0.78 -0.91 0.3175
H 2.03 1.71 -1.74 0.2733
O 2.84 1.44 -1.58 -0.5970
H 3.91 0.32 -3.37 0.3613
H 2.60 -0.41 -3.30 0.4112
O 3.46 -0.51 -3.63 -0.6748
H -0.63 1.95 -4.08 0.3031
H -0.06 0.83 -3.26 0.2884
O -0.69 1.59 -3.21 -0.5991
H -3.06 -0.88 1.27 0.4434
H -2.40 0.22 2.07 0.3400
O -2.79 -0.65 2.21 -0.7834
```

## Properties
Lowest unoccupied orbital energy   -0.06 eV
Total charge   0
Kohn-Sham gap   8.226 eV



Q: What are the energies relative to the best structure? A: entry a 0.0000; entry b 0.1364, in hartree.



Entry a
Density functional theory data (ωB97M-V/def2-TZVPD) for C4H5F3O2 in the gas phase.

Geometry as XYZ:
```
14
Properties=species:S:1:pos:R:3:mulliken_charge:R:1
C -0.57 0.51 2.18 -1.1457
C 0.32 -0.32 1.23 -0.2170
O 0.02 0.02 -0.12 -0.2056
C 0.45 -0.61 -1.20 0.3813
O 1.05 -1.63 -1.21 -0.5129
C 0.03 0.15 -2.48 0.8427
F -0.99 -0.44 -3.06 -0.2466
F -0.36 1.41 -2.16 -0.2561
F 0.93 0.30 -3.42 -0.2415
H -0.44 0.12 3.19 0.3884
H -1.63 0.31 2.02 0.3288
H -0.33 1.57 2.19 0.3094
H 0.20 -1.39 1.40 0.3164
H 1.34 0.01 1.44 0.2585
```

## Properties
Lowest unoccupied orbital energy   0.78 eV
Total charge   0
Structure (SMILES)   CCOC(=O)C(F)(F)F
Kohn-Sham gap   12.128 eV



Entry b
Density functional theory data (ωB97M-V/def2-TZVPD) for C4H5F3O2 in the gas phase.

Geometry as XYZ:
```
14
Properties=species:S:1:pos:R:3:mulliken_charge:R:1
C 3.82 69.44 19.67 -1.3672
C 4.54 68.53 18.75 -0.1064
O 5.70 69.30 18.36 -0.2829
C 6.21 69.01 17.06 0.2817
O 5.97 67.96 16.56 -0.4674
C 7.32 69.97 16.56 0.8923
F 8.30 69.97 17.52 -0.2467
F 7.79 69.50 15.44 -0.2118
F 6.85 71.20 16.45 -0.2317
H 3.03 69.10 20.17 0.5551
H 3.38 70.43 19.19 0.2343
H 4.39 69.60 20.49 0.3776
H 3.95 68.36 17.84 0.3097
H 4.83 67.61 19.23 0.2632
```

## Properties
Lowest unoccupied orbital energy   0.74 eV
Total charge   0
Structure (SMILES)   CCOC(=O)C(F)(F)F
Kohn-Sham gap   12.016 eV



Q: What are the energies relative to the best structure? A: entry a 0.0000; entry b 0.0289, in hartree.



Entry a
Density functional theory data (ωB97M-V/def2-TZVPD) for 2 unconnected molecules or ions with the total composition CH5FSi.

Geometry as XYZ:
```
8
Properties=species:S:1:pos:R:3:mulliken_charge:R:1
C 1.37 0.56 0.01 -0.3492
F 2.13 -0.59 -0.02 -0.2384
Si -1.23 -0.39 -0.07 0.3430
H 1.18 0.72 1.08 0.2261
H 1.89 1.29 -0.68 0.2217
H -1.76 -0.40 -1.57 -0.0574
H -2.14 0.51 0.52 -0.0952
H -1.43 -1.70 0.74 -0.0507
```

## Properties
Lowest unoccupied orbital energy   -0.33 eV
Total charge   0
Kohn-Sham gap   8.480 eV



Entry b
Density functional theory data (ωB97M-V/def2-TZVPD) for a molecular structure, CH5FSi.

Geometry as XYZ:
```
8
Properties=species:S:1:pos:R:3:mulliken_charge:R:1
C 0.24 -0.35 -1.11 -0.4577
F 0.90 0.71 -1.67 -0.2545
Si -0.22 0.33 1.10 0.3332
H -0.48 -0.88 -1.73 0.3076
H 0.96 -1.15 -0.87 0.2280
H -0.89 1.77 0.92 -0.0422
H 0.86 0.32 2.04 -0.0660
H -1.36 -0.76 1.32 -0.0485
```

## Properties
Lowest unoccupied orbital energy   0.70 eV
Total charge   0
Kohn-Sham gap   10.149 eV



Q: What are the energies relative to the best structure? A: entry a 0.0488; entry b 0.0000, in hartree.



Entry a
Density functional theory data (ωB97M-V/def2-TZVPD) for a molecular structure, C31H36ClF3FeNPSSe2Si.

Geometry as XYZ:
```
78
Properties=species:S:1:pos:R:3:mulliken_spin:R:1
Fe -0.11 -0.89 0.17 3.6229
C 2.46 -1.48 -5.06 0.0009
Si 0.62 -1.77 -5.15 -0.0004
C 0.27 -2.92 -6.58 0.0000
C -0.31 -0.18 -5.43 0.0009
C 0.00 -2.62 -3.58 0.0137
C -0.58 -3.88 -3.62 -0.0024
C -1.08 -4.49 -2.47 0.0033
C -1.02 -3.79 -1.29 -0.0028
N -0.47 -2.57 -1.21 0.0596
C 0.06 -2.00 -2.31 -0.0241
S 0.80 -0.44 -1.99 0.0613
H 2.81 -0.97 -5.96 0.0000
H 3.00 -2.42 -4.98 -0.0001
H 2.72 -0.86 -4.20 0.0002
H 0.55 -2.43 -7.52 0.0001
H -0.78 -3.19 -6.66 -0.0001
H 0.85 -3.85 -6.51 0.0000
H 0.01 0.29 -6.36 0.0000
H -0.15 0.52 -4.61 0.0005
H -1.39 -0.37 -5.50 -0.0001
H -0.66 -4.40 -4.56 -0.0010
H -1.52 -5.47 -2.50 0.0005
H -1.42 -4.18 -0.36 -0.0002
C -2.67 4.70 2.95 -0.0001
Se -2.12 3.78 1.33 0.0009
C -2.87 2.03 1.80 -0.0047
C -3.42 1.29 0.60 0.0060
Se -2.04 1.08 -0.77 0.0527
C -2.93 -0.23 -1.88 0.0000
H -2.26 4.20 3.82 0.0002
H -3.75 4.74 3.00 0.0000
H -2.28 5.71 2.89 0.0000
H -3.67 2.22 2.52 -0.0007
H -2.10 1.44 2.30 0.0026
H -4.26 1.82 0.17 0.0015
H -3.74 0.28 0.89 0.0040
H -3.87 0.19 -2.26 0.0013
H -3.11 -1.14 -1.32 0.0021
H -2.26 -0.43 -2.71 0.0009
Cl 2.44 -2.15 0.61 0.0184
C 2.57 -2.23 2.33 -0.0117
C 3.29 -3.27 2.89 -0.0007
C 3.43 -3.33 4.27 0.0018
C 2.88 -2.35 5.07 -0.0003
C 2.16 -1.31 4.49 0.0006
C 1.98 -1.23 3.11 -0.0178
P 1.05 0.11 2.28 0.0620
C 0.29 1.00 3.68 0.0133
C -0.55 0.31 4.56 0.0098
C -1.15 0.98 5.62 -0.0030
C -0.92 2.34 5.81 0.0028
C -0.09 3.02 4.93 -0.0017
C 0.50 2.36 3.87 0.0049
C 2.41 1.22 1.76 -0.0247
C 2.34 1.83 0.51 0.0144
C 3.36 2.69 0.10 0.0041
C 4.44 2.93 0.94 0.0004
C 4.51 2.32 2.18 0.0009
C 3.50 1.47 2.59 -0.0036
H 3.72 -4.03 2.25 -0.0008
H 3.99 -4.15 4.71 0.0001
H 3.00 -2.38 6.14 -0.0001
H 1.73 -0.55 5.13 0.0003
H -0.74 -0.74 4.43 0.0009
H -1.79 0.44 6.30 -0.0001
H -1.38 2.86 6.64 0.0002
H 0.09 4.08 5.07 -0.0001
H 1.14 2.91 3.18 0.0010
H 1.51 1.62 -0.15 0.0110
H 3.30 3.16 -0.87 0.0002
H 5.23 3.60 0.61 -0.0001
H 5.36 2.51 2.83 0.0000
H 3.55 0.99 3.57 0.0001
F -2.77 -2.28 0.77 0.0019
C -1.64 -1.79 1.36 0.0928
F -1.04 -2.90 1.94 0.0171
F -2.15 -1.09 2.44 0.0065
```

## Properties
<S²>   6.014
2S+1   5
Lowest unoccupied orbital energy (alpha / beta)   0.56 / 0.45 eV
Total charge   0
Kohn-Sham gap (alpha / beta)   7.946 / 8.147 eV



Entry b
Density functional theory data (ωB97M-V/def2-TZVPD) for a molecular structure, C31H36ClF3FeNPSSe2Si.

Geometry as XYZ:
```
78
Properties=species:S:1:pos:R:3:mulliken_spin:R:1
Fe 1.46 -1.38 0.37 3.6098
C -3.92 2.32 1.50 0.0004
Si -3.72 0.55 2.04 -0.0048
C -4.45 -0.55 0.74 0.0120
C -4.66 0.29 3.63 0.0000
C -1.89 0.33 2.44 0.0056
C -1.42 1.08 3.51 -0.0013
C -0.07 1.10 3.86 0.0037
C 0.80 0.40 3.06 -0.0129
N 0.38 -0.32 2.02 0.0444
C -0.93 -0.42 1.72 0.0105
S -1.27 -1.49 0.40 0.0687
H -4.97 2.57 1.38 -0.0001
H -3.43 2.47 0.53 0.0000
H -3.47 3.01 2.21 0.0001
H -5.52 -0.33 0.68 0.0003
H -4.31 -1.61 0.96 0.0002
H -3.99 -0.35 -0.24 -0.0055
H -5.73 0.40 3.45 0.0000
H -4.37 1.01 4.40 0.0000
H -4.48 -0.71 4.03 0.0000
H -2.12 1.66 4.10 -0.0016
H 0.29 1.67 4.71 0.0002
H 1.87 0.42 3.23 0.0013
C -0.72 -4.05 2.65 0.0090
Se 1.10 -3.68 2.12 0.0493
C 1.21 -4.99 0.70 0.0040
C 0.37 -4.68 -0.52 0.0021
Se 0.89 -3.11 -1.54 0.0440
C 2.56 -3.82 -2.25 0.0044
H -0.78 -5.07 3.03 0.0027
H -1.41 -3.87 1.84 0.0002
H -0.95 -3.35 3.46 -0.0009
H 0.92 -5.95 1.12 0.0004
H 2.27 -5.05 0.45 -0.0019
H -0.68 -4.50 -0.26 -0.0011
H 0.39 -5.51 -1.23 0.0010
H 2.38 -4.79 -2.70 0.0013
H 3.31 -3.88 -1.47 0.0009
H 2.89 -3.12 -3.02 0.0005
Cl 3.68 -0.68 -1.31 0.0190
C 2.95 -0.08 -2.78 -0.0141
C 3.63 -0.28 -3.97 -0.0011
C 3.07 0.21 -5.14 0.0012
C 1.87 0.90 -5.10 -0.0006
C 1.21 1.09 -3.89 0.0014
C 1.75 0.60 -2.69 0.0234
P 0.90 0.76 -1.06 0.0382
C 1.71 2.22 -0.31 0.0011
C 2.88 2.78 -0.79 -0.0013
C 3.49 3.83 -0.12 -0.0010
C 2.93 4.33 1.04 0.0021
C 1.75 3.78 1.53 -0.0021
C 1.15 2.73 0.86 -0.0006
C -0.73 1.38 -1.59 -0.0106
C -1.11 2.72 -1.51 0.0012
C -2.35 3.13 -1.98 -0.0008
C -3.22 2.22 -2.54 0.0020
C -2.85 0.88 -2.64 -0.0022
C -1.62 0.47 -2.16 0.0014
H 4.57 -0.81 -3.97 -0.0004
H 3.58 0.06 -6.08 0.0001
H 1.43 1.29 -6.01 -0.0001
H 0.28 1.63 -3.87 0.0006
H 3.33 2.41 -1.71 0.0001
H 4.41 4.25 -0.51 0.0000
H 3.40 5.15 1.57 0.0002
H 1.30 4.16 2.44 0.0000
H 0.23 2.30 1.26 0.0001
H -0.43 3.45 -1.09 -0.0003
H -2.63 4.17 -1.90 -0.0001
H -4.19 2.54 -2.90 0.0002
H -3.53 0.15 -3.07 0.0000
H -1.34 -0.58 -2.22 -0.0018
F 3.85 -2.57 1.11 0.0110
C 3.28 -1.31 1.59 0.0778
F 3.22 -1.53 2.93 0.0033
F 4.33 -0.46 1.43 0.0061
```

## Properties
<S²>   6.016
2S+1   5
Lowest unoccupied orbital energy (alpha / beta)   0.39 / 0.38 eV
Total charge   0
Kohn-Sham gap (alpha / beta)   7.694 / 7.633 eV



Q: What are the energies relative to the best structure? A: entry a 0.0000; entry b 0.0087, in hartree.



Entry a
Density functional theory data (ωB97M-V/def2-TZVPD) for a gas-phase ion, C6H11N2OS (charge +1).

Geometry as XYZ:
```
21
Properties=species:S:1:pos:R:3:mulliken_charge:R:1
C 2.24 -0.41 0.30 -0.3192
C 1.12 0.37 -0.19 1.0626
C -2.13 -1.57 0.74 -1.2462
C 2.27 2.51 0.39 -0.8056
C -2.40 -0.68 -0.42 -0.1496
C -1.16 0.10 -1.08 -0.6716
N 2.06 -1.66 0.47 -0.2234
N 0.14 -0.30 -0.64 -0.3349
O 1.20 1.68 -0.15 -0.4242
S 0.74 -2.45 0.23 0.3492
H 3.22 0.11 0.31 0.4143
H -2.13 -2.60 0.48 0.2551
H -2.98 -1.54 1.48 0.3216
H -1.20 -1.30 1.16 0.4141
H 1.69 3.35 0.48 0.3175
H 3.11 2.51 -0.28 0.3283
H 2.38 2.09 1.42 0.4177
H -2.66 -1.15 -1.38 0.2897
H -3.05 0.11 -0.22 0.3378
H -1.27 1.15 -0.95 0.3719
H -1.18 -0.33 -2.14 0.2950
```

## Properties
Lowest unoccupied orbital energy   -6.60 eV
Total charge   +1
Structure (SMILES)   CCC/N=C(/C=[N+]=S)OC
Kohn-Sham gap   7.595 eV



Entry b
Density functional theory data (ωB97M-V/def2-TZVPD) for 2 unconnected molecules or ions with the total composition C6H11N2OS.

Geometry as XYZ:
```
21
Properties=species:S:1:pos:R:3:mulliken_charge:R:1
C 1.91 0.39 1.14 -0.4575
C 2.46 -0.23 -1.12 -0.1516
C 0.95 0.83 0.27 0.1718
C -1.16 -2.16 -0.28 -0.5347
C -1.62 -0.31 1.14 -0.3718
C -0.28 1.50 0.42 -0.2997
N 1.26 0.40 -1.02 -0.0797
N -0.96 2.12 -0.59 -0.5270
O -1.89 -0.96 0.01 -0.2716
S 3.23 -0.41 0.33 -0.0312
H 1.62 0.43 2.16 0.4759
H 2.78 -0.56 -2.07 0.4291
H -1.69 -2.67 -1.07 0.2748
H -0.89 -2.79 0.55 0.3467
H -0.23 -1.77 -0.71 0.1515
H -2.30 0.41 1.42 0.4449
H -0.99 -0.90 1.91 0.2770
H -0.27 2.08 1.37 0.3568
H -1.90 2.27 -0.40 0.3053
H -0.92 1.54 -1.48 0.1926
H 0.89 0.77 -1.97 0.2984
```

## Properties
Lowest unoccupied orbital energy (alpha / beta)   -4.14 / -4.14 eV
Total charge   +1
Kohn-Sham gap (alpha / beta)   6.493 / 6.491 eV



Q: What are the energies relative to the best structure? A: entry a 0.0220; entry b 0.0000, in hartree.



Entry a
Density functional theory data (ωB97M-V/def2-TZVPD) for 2 unconnected molecules or ions with the total composition C8H14N3O.

Geometry as XYZ:
```
26
Properties=species:S:1:pos:R:3:mulliken_charge:R:1
C 1.86 -0.13 2.71 -0.6631
C -0.35 -0.33 1.55 -0.6748
C 2.39 0.18 1.54 -0.3581
C 0.34 -0.35 2.74 0.7336
C 0.36 -0.09 0.32 -0.2081
C -2.16 -0.55 -1.35 -0.9670
C -0.68 1.35 -2.28 -0.3737
C -0.96 -0.11 -2.04 0.9238
N 1.67 0.08 0.42 -0.0168
N -0.24 -0.46 3.89 -0.4321
N -0.16 -0.98 -2.66 -0.3013
O 0.64 1.58 -2.75 -0.5222
H 2.28 0.08 3.70 0.3306
H -1.34 -0.50 1.63 0.3198
H 3.46 0.21 1.22 0.3181
H -3.10 -0.06 -1.42 0.3899
H -1.93 -0.43 -0.28 -0.1152
H -2.48 -1.58 -1.63 0.3737
H -0.95 1.89 -1.42 0.3172
H -1.18 1.31 -3.25 0.4284
H 2.17 0.55 -0.35 0.2778
H 0.28 -0.76 4.79 0.2604
H -1.18 -0.74 3.95 0.2275
H -0.14 -1.99 -2.77 0.2337
H 0.61 -0.51 -2.96 0.1846
H 0.80 2.35 -3.31 0.3131
```

## Properties
Lowest unoccupied orbital energy   -2.99 eV
Total charge   +1
Kohn-Sham gap   8.309 eV



Entry b
Density functional theory data (ωB97M-V/def2-TZVPD) for 2 unconnected molecules or ions with the total composition C8H14N3O.

Geometry as XYZ:
```
26
Properties=species:S:1:pos:R:3:mulliken_charge:R:1
C 2.87 -1.00 0.76 0.1242
C 3.02 0.40 0.33 0.5406
C 0.94 -0.51 -0.51 0.6895
C 3.95 -1.77 1.04 -0.9613
C -0.13 -0.55 -1.30 -1.4900
C -2.63 0.18 1.66 -1.0584
C 1.73 3.13 -0.20 -1.2579
C 1.18 1.86 -0.47 0.4676
N 1.57 -1.39 0.34 -0.2247
N 1.68 0.67 -0.29 0.2467
N -0.68 -1.95 -1.30 -0.1311
O 3.98 1.08 0.36 -0.4769
H 3.53 -2.78 1.20 0.2370
H 4.88 -1.52 1.37 0.4150
H -3.17 -0.41 0.97 0.2321
H -2.99 1.12 1.61 0.3529
H -2.91 -0.17 2.59 0.3600
H 1.14 3.86 -0.81 0.3392
H 1.49 3.41 0.77 0.3790
H 2.80 3.08 -0.17 0.3980
H -1.59 0.26 1.55 0.1178
H 0.29 1.90 -1.15 0.3567
H 1.54 -2.38 0.20 0.2581
H -1.67 -1.89 -1.49 0.3710
H -0.49 -2.62 -0.57 0.2932
H -0.24 -2.17 -2.25 0.4218
```

## Properties
Lowest unoccupied orbital energy (alpha / beta)   -4.77 / -4.77 eV
Total charge   +1
Kohn-Sham gap (alpha / beta)   7.036 / 7.035 eV



Q: What are the energies relative to the best structure? A: entry a 0.0000; entry b 0.0776, in hartree.